Entry 1:
ORCA calculation (ωB97M-V with the def2-TZVPD basis set) on C14H24O2Ru as an isolated structure.

Calculated values
<S²>: 0.771
HOMO level (alpha / beta) in eV: -12.58 / -12.50
Electronic energy in eV: -21576.803
Spin multiplicity: 2
Orbital gap (alpha / beta) in eV: 8.062 / 7.269
Total charge: +1

Geometry (Å):
Ru1 -0.16606 -0.54780 0.19840
O1 0.04450 1.24124 -0.46377
O2 -1.96070 -0.88319 0.73856
C1 2.88560 0.87755 -0.02833
C2 0.39543 -2.93802 -2.18917
C3 0.16028 3.53746 -1.00267
C4 0.93172 -2.08118 1.48679
C5 -3.21141 -0.20137 0.70043
C6 1.64346 -1.04537 -1.04296
C7 1.68044 -0.86926 1.35141
C8 -1.97281 2.26466 -1.27170
C9 0.50124 -2.59492 2.82500
C10 2.08873 -0.38110 0.09451
C11 -0.73535 2.45269 -0.40560
C12 0.87548 -2.22345 -0.96668
C13 0.54897 -2.73457 0.32283
C14 -1.04291 2.77791 1.04704
H1 2.54686 1.46060 -0.88031
H2 -0.35241 4.50067 -1.01809
H3 -2.74602 2.98658 -1.00821
H4 2.80486 1.48765 0.86867
H5 0.28842 -2.25810 -3.03167
H6 -1.37180 1.89638 1.59822
H7 1.06932 3.64867 -0.41035
H8 1.92309 -0.30771 2.24449
H9 -1.72846 2.39812 -2.32533
H10 -2.39230 1.26592 -1.16081
H11 -0.10814 -3.59198 0.40108
H12 -0.15644 3.16453 1.55145
H13 0.42904 3.28311 -2.02783
H14 1.12904 -3.70066 -2.46109
H15 -3.71542 -0.43786 -0.23851
H16 -3.09112 0.87470 0.78665
H17 -3.80135 -0.58237 1.53347
H18 3.93622 0.61796 -0.17677
H19 -0.55466 -3.43522 -2.00735
H20 1.85170 -0.61616 -2.01437
H21 -1.82972 3.52845 1.12017
H22 -0.47581 -3.06883 2.75738
H23 0.45176 -1.79107 3.55730
H24 1.21944 -3.33494 3.18323

Atoms 1-2, force components in eV/Å:
0.63 0.02 -0.48
-0.90 -0.01 -0.03

***

Entry 2:
ORCA calculation (ωB97M-V with the def2-TZVPD basis set) on C30H29BrCl3CuN3OS2Si as an isolated structure.

Calculated values
<S²>: 0.756
HOMO level (alpha / beta) in eV: -1.58 / -1.59
Electronic energy in eV: -219901.270
Spin multiplicity: 2
Orbital gap (alpha / beta) in eV: 5.479 / 5.491
Total charge: -2

Geometry (Å):
Br1 -4.07270 -5.20140 2.22287
Cu1 -0.37810 0.31189 2.21122
Cl1 1.17068 3.58745 3.56102
Cl2 2.64911 0.83300 4.91183
Cl3 -0.52469 1.46446 5.61205
S1 2.56424 -2.57726 2.42801
S2 5.33421 -1.60852 2.63535
Si1 0.86129 1.45846 3.93421
O1 4.54368 -3.88851 1.52931
N1 0.50448 0.64026 0.18195
N2 0.15576 1.24519 -2.06156
N3 -1.24183 2.13680 -0.39697
C1 4.18365 -2.73744 2.19894
C2 -1.99994 2.34554 0.76170
C3 -2.01442 0.46752 -2.83243
C4 2.08432 -2.28038 -1.47611
C5 -2.64996 2.07798 3.06278
C6 -0.16255 1.30300 -0.65492
C7 -1.10762 0.44562 -5.40452
C8 -3.28611 3.94403 -0.76816
C9 -0.20543 0.74191 -4.41171
C10 -1.81863 1.70638 1.98243
C11 1.21873 1.06582 -4.71458
C12 -3.03151 3.29517 0.56181
C13 3.79021 -0.84883 -0.60746
C14 -0.98965 -2.45810 1.77844
C15 -3.87474 3.56231 1.62186
C16 -2.90282 -1.21030 2.51026
C17 -2.46601 0.20076 -5.16452
C18 -3.07262 -3.55182 2.15353
C19 3.42847 -1.98474 -1.32297
C20 -1.72028 -3.62887 1.81193
C21 -2.90788 0.17539 -3.86199
C22 1.51245 -0.27083 -0.28566
C23 2.84962 -0.01804 0.01074
C24 -3.68066 -2.37132 2.53293
C25 5.88761 -4.00565 1.16149
C26 3.26340 1.10711 0.95207
C27 -1.56221 -1.20648 2.11201
C28 -0.68944 0.78781 -3.07371
C29 1.13546 -1.40287 -0.96698
C30 -3.66919 2.97208 2.86715
H1 6.53768 -4.03413 2.04641
H2 3.99584 1.79982 0.52290
H3 -3.38548 3.21762 -1.59965
H4 -2.45860 1.61944 4.00771
H5 3.70875 0.68083 1.87743
H6 -1.56175 2.64152 -1.20941
H7 0.06582 -1.64975 -1.08465
H8 -3.91791 -0.08266 -3.60824
H9 4.14394 -2.69797 -1.72596
H10 1.44139 1.33586 -5.75127
H11 4.84420 -0.69418 -0.47492
H12 -3.10804 -0.05248 -5.99197
H13 1.89665 0.24072 -4.45625
H14 -2.52090 4.70539 -1.07531
H15 -2.35705 0.46388 -1.79237
H16 -4.72680 -2.37393 2.87611
H17 -1.27141 -4.58422 1.62974
H18 5.92058 -4.99952 0.69096
H19 -3.39823 -0.26135 2.78631
H20 2.41968 1.73730 1.28005
H21 -4.24369 4.51617 -0.69580
H22 1.77125 -3.22906 -1.92763
H23 -0.76706 0.43812 -6.41838
H24 6.20013 -3.22862 0.46472
H25 1.56294 1.95893 -4.14268
H26 -4.34684 3.25194 3.66305
H27 -4.70328 4.25028 1.45794
H28 1.10900 0.94704 -2.18327
H29 0.04081 -2.54155 1.53077

Atoms 1-2, force components in eV/Å:
-0.01 0.15 -0.02
0.03 0.86 0.20